ORCA calculation (wB97M-V/def2-TZVPD) on a gas-phase ion, C7H13FNO (charge +1) in a non-equilibrium geometry.

The gap between HOMO and LUMO is 9.192 eV. The value obtained for the energy relative to the best compared isomer or geometry (same formula, charge and spin) is 48.6 kcal per mole. Its charge is +1. For the HOMO energy, the calculation gives -15.7727 eV. As for the LUMO energy: -6.58 eV. As for the SMILES: C[C@@H]1CC[C@H](C)[C@@H](F)[N+]1=O. The calculated total energy is -503.995734 a.u.

Each line ends with the Löwdin charge.
Geometry (Å):
C (-0.011, -2.125, 1.208)  0.000
C (-0.473, -1.662, -0.171)  -0.269
C (0.667, -1.161, -1.086)  -0.033
C (1.148, 0.233, -0.451)  -0.144
C (0.081, 1.236, -0.469)  -0.311
C (0.432, 2.750, -0.026)  0.039
C (-0.964, 0.742, 0.504)  -0.145
F (-2.198, 1.494, 0.498)  0.024
N (-1.435, -0.549, -0.087)  -0.046
O (-2.440, -0.592, -0.702)  0.288
H (1.006, -1.720, 1.560)  0.126
H (0.194, -3.197, 1.145)  0.106
H (-0.812, -1.888, 1.855)  0.077
H (-0.957, -2.461, -0.731)  0.166
H (0.205, -1.000, -2.067)  0.144
H (1.368, -1.873, -0.888)  0.096
H (1.688, 0.215, 0.538)  0.142
H (1.970, 0.693, -1.042)  0.145
H (-0.376, 1.212, -1.400)  0.132
H (1.168, 2.566, 0.771)  0.094
H (-0.399, 3.251, 0.431)  0.077
H (0.813, 3.150, -0.957)  0.094
H (-0.676, 0.688, 1.567)  0.197

Force components x, y, z for each atom (eV/Å):
C 2.1 0.1 -0.5
C 0.5 -0.5 -0.3
C -2.0 4.1 2.0
C 3.0 -0.6 -0.8
C -1.2 2.1 2.7
C 0.7 -3.3 -0.2
C -3.6 1.5 0.5
F 2.5 -0.8 0.0
N 0.1 -0.8 -0.4
O 0.1 0.1 0.4
H -1.8 0.0 -0.5
H -0.5 0.0 0.2
H -0.5 -0.2 1.4
H -0.5 0.1 0.3
H 1.0 -0.3 -0.1
H 2.3 -2.0 -0.7
H -0.9 -0.7 -0.6
H -0.4 -0.6 -0.2
H -1.0 0.3 -2.0
H 0.2 0.7 -0.4
H -0.5 0.4 -0.4
H 0.2 0.8 0.4
H 0.1 -0.5 -0.5